No. 1
DFT (the ωB97M-V functional and the def2-TZVPD basis) results for a structure of composition C28H27N4O2Pd.

Summary:
Energy relative to the best compared isomer or geometry (same formula, charge and spin), kJ/mol: 2.1
Frontier orbital gap, eV: 7.756
F_max, eV/A: 0.444
Total charge: +1

Positions of all 62 atoms, in Å:
Pd1 -0.421 0.512 -1.222
C1 4.305 -2.521 -1.846
C2 4.737 -1.393 -1.153
C3 3.863 -0.353 -0.892
C4 2.543 -0.460 -1.313
C5 2.097 -1.584 -1.991
C6 2.988 -2.611 -2.270
N1 1.610 0.619 -1.149
N2 2.107 1.743 -0.974
C7 1.158 2.768 -1.087
C8 1.579 4.084 -0.965
C9 0.672 5.099 -1.228
C10 -0.620 4.780 -1.622
C11 -1.038 3.452 -1.742
C12 -0.153 2.428 -1.469
H1 4.997 -3.325 -2.056
H2 5.766 -1.317 -0.831
H3 4.189 0.537 -0.374
H4 1.075 -1.633 -2.346
H5 2.652 -3.478 -2.824
H6 2.603 4.294 -0.689
H7 0.974 6.134 -1.147
H8 -1.319 5.575 -1.847
H9 -2.050 3.243 -2.064
N3 -7.417 -0.339 -2.121
C13 -6.730 0.168 -1.073
O1 -7.246 0.518 -0.035
C14 -5.230 0.290 -1.239
C15 -4.476 -0.450 -2.137
C16 -3.105 -0.282 -2.161
N4 -2.475 0.577 -1.353
C17 -3.203 1.297 -0.487
C18 -4.573 1.176 -0.397
H10 -8.416 -0.414 -2.033
H11 -6.996 -0.532 -3.010
H12 -4.919 -1.179 -2.801
H13 -2.483 -0.846 -2.843
H14 -2.655 1.985 0.142
H15 -5.140 1.751 0.321
C19 3.033 -0.197 4.897
C20 2.237 -0.727 3.742
C21 2.637 -1.869 3.058
C22 1.913 -2.366 1.987
C23 2.403 -3.623 1.314
C24 0.764 -1.663 1.556
C25 0.097 -2.166 0.369
O2 -0.634 -1.542 -0.404
C26 0.314 -0.532 2.273
C27 -0.978 0.184 1.981
C28 1.062 -0.093 3.350
H16 3.957 -0.755 5.036
H17 2.456 -0.255 5.821
H18 3.284 0.853 4.738
H19 3.531 -2.391 3.376
H20 3.309 -3.973 1.803
H21 2.636 -3.458 0.263
H22 1.666 -4.427 1.376
H23 0.273 -3.224 0.134
H24 -1.722 -0.464 1.523
H25 -0.807 1.032 1.312
H26 -1.386 0.583 2.909
H27 0.710 0.762 3.917

=====

No. 2
DFT (the ωB97M-V functional and the def2-TZVPD basis) results for a structure of composition C28H32Cl69NO4 at a distorted geometry.

Summary:
Frontier orbital gap, eV: 9.618
F_max, eV/A: 2.107

Positions of all 134 atoms, in Å:
C1 -1.372 -1.557 -2.667
N1 -1.291 -0.276 -1.936
C2 0.059 0.293 -1.874
C3 -2.219 0.661 -2.328
O1 -2.183 1.786 -1.894
C4 -3.335 0.321 -3.306
O2 -4.604 0.906 -2.924
C5 -4.992 0.481 -1.676
O3 -5.129 1.243 -0.773
O4 -5.214 -0.829 -1.558
H1 -1.602 -1.462 -3.719
H2 -2.063 -2.198 -2.146
H3 -0.417 -2.071 -2.621
H4 0.811 -0.473 -1.841
H5 0.145 0.861 -0.962
H6 0.239 0.997 -2.679
H7 -3.501 -0.737 -3.462
H8 -3.069 0.772 -4.259
H9 -5.393 -1.203 -2.429
C6 3.879 -0.198 1.538
Cl1 3.785 1.029 0.274
Cl2 2.543 -1.342 1.436
Cl3 5.437 -1.037 1.478
H10 3.814 0.299 2.493
C7 -2.474 1.525 1.892
Cl4 -3.914 2.335 2.507
Cl5 -1.071 1.930 2.889
Cl6 -2.723 -0.218 1.854
H11 -2.286 1.864 0.881
C8 1.168 -5.149 -3.328
Cl7 -0.410 -5.518 -4.029
Cl8 2.370 -4.960 -4.601
Cl9 1.087 -3.698 -2.314
H12 1.466 -5.978 -2.700
C9 -0.251 -2.893 3.788
Cl10 -0.135 -1.366 4.665
Cl11 -0.133 -2.654 2.044
Cl12 0.961 -4.054 4.338
H13 -1.230 -3.299 4.003
C10 -6.870 4.788 3.547
Cl13 -8.297 5.596 4.198
Cl14 -5.429 5.197 4.485
Cl15 -7.120 3.043 3.494
H14 -6.714 5.140 2.536
C11 5.303 -7.976 -3.377
Cl16 3.751 -7.778 -2.553
Cl17 5.133 -7.771 -5.123
Cl18 6.496 -6.847 -2.734
H15 5.650 -8.982 -3.187
C12 1.773 2.338 6.131
Cl19 2.112 2.692 4.435
Cl20 0.036 2.400 6.431
Cl21 2.420 0.758 6.617
H16 2.246 3.101 6.725
C13 4.689 4.352 9.246
Cl22 4.056 2.942 8.393
Cl23 5.748 5.298 8.198
Cl24 3.364 5.343 9.861
H17 5.269 4.000 10.089
C14 -3.103 3.199 -6.213
Cl25 -2.105 1.754 -5.996
Cl26 -3.074 4.190 -4.762
Cl27 -2.567 4.118 -7.619
H18 -4.123 2.881 -6.386
C15 -4.075 -4.753 -0.494
Cl28 -5.678 -4.963 -1.206
Cl29 -2.840 -4.721 -1.750
Cl30 -3.986 -3.266 0.442
H19 -3.885 -5.586 0.169
C16 -8.485 -3.051 1.360
Cl31 -7.363 -2.292 0.234
Cl32 -7.608 -3.993 2.570
Cl33 -9.512 -1.844 2.135
H20 -9.119 -3.726 0.803
C17 -4.092 2.025 6.140
Cl34 -5.516 2.768 6.873
Cl35 -2.624 2.481 7.012
Cl36 -4.257 0.270 6.075
H21 -4.007 2.391 5.124
C18 5.175 -5.725 -8.508
Cl37 4.491 -5.582 -10.129
Cl38 3.970 -5.332 -7.284
Cl39 5.854 -7.344 -8.254
H22 5.979 -5.006 -8.404
C19 0.361 -2.684 -7.086
Cl40 -0.744 -2.721 -8.457
Cl41 1.936 -2.041 -7.547
Cl42 -0.347 -1.739 -5.773
H23 0.497 -3.699 -6.733
C20 5.556 -1.622 8.299
Cl43 6.315 -0.076 8.679
Cl44 4.230 -1.954 9.416
Cl45 4.982 -1.645 6.632
H24 6.298 -2.401 8.414
C21 -4.749 -3.839 -7.166
Cl46 -3.786 -5.309 -7.021
Cl47 -4.574 -2.838 -5.718
Cl48 -4.294 -2.932 -8.606
H25 -5.788 -4.123 -7.257
C22 -5.523 6.723 -8.793
Cl49 -4.890 7.511 -7.343
Cl50 -5.981 5.057 -8.440
Cl51 -6.887 7.621 -9.451
H26 -4.737 6.707 -9.535
C23 6.321 9.530 9.672
Cl52 5.938 10.836 8.550
Cl53 5.252 8.150 9.419
Cl54 8.011 9.043 9.510
H27 6.172 9.896 10.679
C24 -7.390 9.754 -5.556
Cl55 -6.547 11.289 -5.339
Cl56 -8.569 9.501 -4.268
Cl57 -8.164 9.683 -7.138
H28 -6.659 8.958 -5.505
C25 5.934 -1.472 -1.730
Cl58 5.507 -0.252 -2.928
Cl59 4.921 -2.906 -1.913
Cl60 7.646 -1.896 -1.847
H29 5.755 -1.057 -0.749
C26 8.034 -5.340 -5.720
Cl61 8.001 -3.871 -4.755
Cl62 7.986 -4.955 -7.447
Cl63 9.445 -6.325 -5.340
H30 7.146 -5.913 -5.484
C27 -1.459 -2.048 8.780
Cl64 -2.798 -1.149 9.494
Cl65 -2.055 -3.209 7.587
Cl66 -0.284 -0.954 8.053
H31 -0.965 -2.600 9.568
C28 9.486 2.490 6.989
Cl67 8.858 1.093 6.115
Cl68 10.552 3.443 5.955
Cl69 8.166 3.490 7.609
H32 10.064 2.132 7.829